[1]
Molecular formula: C26H24N4OPtSSi
Method: DFT, ωB97M-V/def2-TZVPD

Calculated values
Net charge ... +2
Frontier orbital gap ... 4.08 eV
Highest occupied orbital energy ... -13.8286 eV

Geometry as XYZ:
```
58
Properties=species:S:1:pos:R:3:mulliken_charge:R:1
Pt 0.265 0.433 -0.285 0.851
S 0.019 -1.599 0.433 -0.176
Si -0.120 1.084 -3.702 -1.279
O 0.186 1.138 -1.991 0.636
N 2.482 -0.771 1.225 -1.198
N 0.433 2.452 0.136 -0.088
N 1.905 0.394 0.826 0.247
N 2.072 -3.025 1.391 -0.355
C 2.381 0.517 -4.869 -0.325
C -3.442 4.311 -4.208 -0.537
C -0.994 -1.640 -3.325 0.208
C 1.703 -1.798 1.060 0.720
C 1.712 2.715 0.511 0.497
C -1.398 -2.023 -6.029 -0.807
C 1.388 5.015 -0.019 -0.545
C 2.217 3.994 0.450 -0.501
C -1.411 3.273 -4.968 -0.207
C 2.477 1.549 1.002 0.909
C -0.935 -0.803 -5.560 -0.165
C -2.416 4.218 -5.134 -0.744
C 3.784 1.701 1.682 -1.445
C 1.933 2.857 -4.564 -0.135
C -1.463 -2.865 -3.783 -0.626
C 4.041 2.145 -5.465 -0.443
C 3.638 0.820 -5.367 -0.736
C -1.661 -3.056 -5.140 -0.504
C -2.475 2.501 -2.966 -0.291
C -3.477 3.443 -3.122 -0.687
C -0.367 3.415 -0.293 -0.101
C -1.422 2.402 -3.878 0.646
C 1.505 1.528 -4.466 0.621
C 0.087 4.729 -0.375 -0.628
C -0.720 -0.595 -4.197 0.720
C 3.188 3.164 -5.063 -0.789
H 4.141 0.757 2.077 0.361
H 2.972 -3.180 1.821 0.255
H -4.226 5.045 -4.340 0.431
H -2.545 1.796 -2.141 0.504
H -2.025 -4.006 -5.507 0.416
H -4.297 3.492 -2.417 0.460
H 1.768 6.024 -0.095 0.483
H 2.065 -0.520 -4.820 0.383
H 3.228 4.203 0.767 0.453
H -2.398 4.878 -5.990 0.442
H 1.454 -3.813 1.285 0.215
H -1.557 -2.168 -7.089 0.424
H 5.017 2.384 -5.865 0.413
H -0.741 -0.007 -6.272 0.385
H -1.679 -3.665 -3.088 0.419
H 3.692 2.434 2.485 0.417
H -1.370 3.138 -0.581 0.542
H 4.299 0.028 -5.692 0.427
H -0.583 5.492 -0.745 0.469
H 3.499 4.196 -5.156 0.438
H 1.272 3.662 -4.262 0.484
H -0.857 -1.509 -2.256 -0.449
H -0.621 3.210 -5.707 0.485
H 4.511 2.085 0.961 0.400
```

***

[2]
Molecular formula: C26H24N5O3PbS
Method: DFT, ωB97M-V/def2-TZVPD

Calculated values
Net charge ... -1
Frontier orbital gap ... 5.40 eV
Highest occupied orbital energy ... -3.8990 eV

Geometry as XYZ:
```
60
Properties=species:S:1:pos:R:3:mulliken_charge:R:1
Pb 1.085 -0.701 -1.288 1.281
S 0.699 -0.781 -3.787 -0.607
O 3.546 -0.535 -1.389 -0.683
O 0.647 -0.458 1.065 -0.729
O -0.981 0.494 -0.950 -0.712
N 0.347 2.340 -0.537 -0.444
N 1.467 1.646 -0.787 0.035
N 1.447 -3.344 -1.642 -0.016
N -0.448 -2.412 -0.072 0.787
N -1.185 -1.826 0.836 -0.964
C -3.310 0.536 3.567 -0.743
C -4.224 4.109 0.254 -0.423
C 2.529 3.721 -0.115 -1.229
C 0.272 -5.361 -2.071 -0.878
C -0.540 -0.748 1.319 0.140
C -3.083 4.711 -0.261 -0.570
C -2.761 1.739 3.991 -0.359
C 2.441 -3.759 -2.408 -0.055
C -0.627 -3.609 -0.505 0.645
C -3.158 1.962 0.087 -0.470
C 5.693 -0.002 -0.536 -1.370
C -1.350 0.106 2.239 0.575
C -1.519 2.139 3.520 -0.655
C -2.002 2.565 -0.396 0.443
C 2.601 2.263 -0.504 0.992
C 2.440 -5.002 -3.024 -0.795
C -4.260 2.732 0.423 -0.608
C 4.250 0.362 -0.866 0.656
C -1.973 3.945 -0.578 -0.385
C -1.736 -4.491 -0.001 -1.599
C 0.371 -4.113 -1.450 0.434
C 3.871 1.671 -0.536 -0.932
C 1.325 -5.809 -2.850 -0.290
C -0.808 1.717 -0.688 0.264
C -0.815 1.324 2.648 -0.462
C -2.610 -0.277 2.690 0.099
H 3.511 4.098 0.165 0.352
H 1.278 -6.786 -3.315 0.402
H 3.271 -3.067 -2.503 0.409
H -1.095 3.084 3.838 0.395
H -3.024 -1.210 2.334 0.439
H 1.832 3.853 0.712 0.282
H -2.138 -4.044 0.905 0.366
H -1.377 -5.498 0.215 0.389
H 4.681 2.309 -0.209 0.145
H -5.084 4.714 0.516 0.373
H 0.153 1.607 2.256 0.337
H 5.753 -0.231 0.531 0.266
H -2.539 -4.556 -0.741 0.297
H -3.060 5.784 -0.410 0.377
H -3.296 2.361 4.700 0.388
H 5.990 -0.888 -1.095 0.346
H -1.073 4.401 -0.966 0.448
H 2.144 4.304 -0.953 0.271
H -4.285 0.231 3.927 0.372
H 3.276 -5.319 -3.631 0.379
H -0.619 -5.960 -1.950 0.330
H 6.377 0.817 -0.753 0.381
H -3.167 0.886 0.206 0.511
H -5.148 2.257 0.823 0.374
```

***

[3]
Molecular formula: C26H24N6O3RuS2
Method: DFT, ωB97M-V/def2-TZVPD

Calculated values
Multiplicity ... 2
Net charge ... +1
Frontier orbital gap (spin up / spin down) ... 8.00 / 7.02 eV
Highest occupied orbital energy (spin up / spin down) ... -10.4485 / -10.4585 eV

Geometry as XYZ:
```
62
Properties=species:S:1:pos:R:3:mulliken_charge:R:1
Ru -0.034 0.354 0.326 -0.373
S 3.976 2.263 1.651 -0.183
S -2.035 4.369 1.580 -0.177
O 0.639 0.921 -1.497 -0.759
O -0.231 -0.386 2.116 -0.725
O -1.788 -1.146 4.355 -0.500
N -1.763 -0.451 -0.553 1.287
N -3.578 -1.594 -0.934 -0.055
N 1.710 1.305 1.071 1.065
N 1.475 -1.234 -1.531 -1.236
N -0.824 2.267 0.878 0.912
N 0.792 -1.331 -0.331 1.218
C 1.889 1.512 -3.893 -0.326
C -1.312 -2.024 3.429 0.644
C 2.437 -0.821 -4.151 -0.333
C 2.970 0.967 1.162 0.443
C 2.436 1.777 -5.139 -0.748
C -0.381 -4.045 1.754 -1.071
C -0.092 -2.710 1.454 1.281
C 1.889 0.213 -3.394 0.382
C -1.133 -4.372 2.863 -0.812
C -1.599 -3.358 3.688 -0.647
C -2.021 2.800 0.908 0.314
C -0.349 4.307 1.833 -0.480
C 2.981 -0.552 -5.395 -0.723
C 3.555 -0.379 0.900 -1.118
C 1.505 2.630 1.416 -0.537
C 1.300 -0.053 -2.061 0.719
C -3.212 -1.043 -2.137 -0.853
C 0.134 3.119 1.396 -0.323
C -3.276 2.162 0.421 -0.918
C 2.629 3.306 1.747 -0.486
C 2.982 0.746 -5.890 -0.407
C 0.662 -2.478 0.227 -0.609
C -2.080 -0.336 -1.891 -0.811
C -2.088 0.203 4.023 -0.518
C -0.545 -1.672 2.303 0.361
C -2.682 -1.220 -0.005 -0.879
H 3.938 -0.441 -0.119 0.274
H 3.405 -1.356 -5.983 0.410
H -1.359 -5.404 3.091 0.402
H -2.691 0.258 3.111 0.114
H 2.724 4.338 2.040 0.458
H 0.190 5.123 2.283 0.465
H -2.721 -1.529 1.027 0.515
H 1.117 -3.328 -0.273 0.464
H 1.461 2.308 -3.298 0.409
H 4.375 -0.567 1.591 0.526
H 2.438 2.788 -5.523 0.416
H -3.142 1.786 -0.592 0.149
H 2.804 -1.149 1.033 0.088
H -4.367 -2.196 -0.767 0.261
H -4.094 2.880 0.423 0.533
H -2.673 0.576 4.860 0.349
H -3.769 -1.206 -3.041 0.447
H -1.190 0.802 3.893 0.190
H -1.474 0.247 -2.562 0.559
H -3.553 1.326 1.064 0.161
H -0.008 -4.822 1.098 0.439
H 2.429 -1.827 -3.756 0.460
H 3.409 0.954 -6.863 0.399
H -2.190 -3.577 4.568 0.494
```

***

[4]
Molecular formula: C26H25BBrN10O4ReS
Method: DFT, ωB97M-V/def2-TZVPD

Calculated values
Net charge ... +2
Frontier orbital gap (spin up / spin down) ... 5.93 / 5.93 eV
Highest occupied orbital energy (spin up / spin down) ... -14.0152 / -14.0155 eV

Geometry as XYZ:
```
69
Properties=species:S:1:pos:R:3:mulliken_charge:R:1
Re -0.878 -1.333 0.609 1.406
Br -0.265 -3.999 1.479 0.041
S 1.260 0.698 -1.244 0.718
O -0.547 -3.232 -2.955 -0.566
O 0.275 1.315 -2.416 -0.251
O -1.147 -2.482 -0.935 -0.633
O 0.626 1.434 1.308 -0.529
N 0.821 0.531 2.268 1.226
N -1.774 0.105 -0.501 -0.021
N -0.932 4.104 -0.309 -0.993
N -1.182 1.289 -0.508 0.130
N -0.719 3.400 0.840 0.501
N 0.491 -0.772 2.112 -0.410
N -1.766 1.363 1.922 0.646
N -2.510 -2.523 1.281 0.460
N 0.757 -0.756 -0.778 -0.051
N -1.870 0.023 2.062 -0.424
C 2.659 0.430 -2.278 -0.237
C -3.017 -4.824 1.720 -0.773
C -0.262 5.499 1.341 -1.003
C 1.490 -0.462 4.098 -1.161
C -4.779 -3.213 1.426 -1.026
C -2.560 -0.207 3.180 -0.472
C -2.940 1.002 3.761 -1.437
C 2.643 0.586 -3.660 0.064
C -1.042 1.710 -1.914 -0.077
C -1.997 0.798 -2.615 -0.978
C -3.826 -2.238 1.233 -0.243
C -0.298 4.230 1.839 -0.359
C -2.353 -0.154 -1.760 -0.359
C -0.285 -2.589 -1.993 0.192
C -4.372 -4.518 1.674 -0.200
C 4.989 -0.097 -2.317 -0.956
C -0.666 5.357 -0.006 -0.332
C 3.824 0.101 -1.595 -0.613
C -2.419 1.971 2.930 -0.076
C -2.146 -3.786 1.506 0.704
C 3.822 0.388 -4.355 -0.923
C 5.007 0.046 -3.703 0.935
C 0.890 -1.376 3.251 -0.302
C 1.428 0.752 3.432 -0.337
C 1.011 -1.889 -1.704 -0.164
C 6.275 -0.149 -4.488 -1.450
B -0.777 1.918 0.888 0.807
H 3.825 -0.001 -0.515 0.458
H -0.059 3.857 2.823 0.508
H 6.550 0.773 -5.001 0.353
H -4.083 -1.205 1.040 0.552
H 1.925 -0.654 5.063 0.472
H 1.677 -2.615 -1.227 0.278
H -5.827 -2.953 1.379 0.470
H -0.769 6.124 -0.758 0.470
H 6.140 -0.916 -5.252 0.358
H -2.656 -5.826 1.902 0.496
H -5.103 -5.301 1.824 0.440
H -2.948 -1.039 -1.907 0.525
H 3.824 0.506 -5.432 0.433
H 1.736 0.856 -4.181 0.526
H 1.789 1.736 3.682 0.523
H 0.012 6.402 1.859 0.466
H 7.103 -0.443 -3.847 0.357
H -1.162 2.781 -2.018 0.536
H -2.234 0.868 -3.665 0.557
H -2.763 -1.212 3.511 0.540
H -3.526 1.149 4.651 0.472
H 0.723 -2.425 3.408 0.435
H -2.473 3.046 2.980 0.603
H 5.901 -0.354 -1.794 0.332
H 1.462 -1.601 -2.649 0.364
```